No. 1
Entry from OMol25: C15H38AlB4Br2Cl5F2N4NaO12P as an isolated structure (the ωB97M-V functional and the def2-TZVPD basis).

## Properties
**2S+1**: 1

Element x y z (Å)
C (1.77, 0.02, 0.47)
C (1.50, 1.40, 1.12)
N (0.06, 1.46, 1.40)
B (-0.64, 1.80, 0.14)
O (-1.60, 0.98, -0.43)
B (-1.97, 1.65, -1.64)
B (-3.53, 2.22, -1.91)
O (-4.39, 1.41, -2.64)
O (-4.02, 3.45, -1.50)
C (-3.97, 3.65, -0.09)
C (-3.15, 4.93, 0.20)
O (-0.90, 1.79, -2.53)
B (-0.06, 2.72, -1.92)
P (1.35, 3.59, -2.83)
C (0.49, 4.76, -4.02)
C (2.18, 4.67, -1.52)
O (-0.30, 2.99, -0.51)
H (1.11, -0.70, 0.97)
H (1.57, 0.07, -0.62)
H (2.85, -0.25, 0.72)
H (1.79, 2.26, 0.45)
H (2.09, 1.45, 2.07)
H (-0.03, 2.26, 2.04)
H (-3.88, 0.65, -2.94)
H (-5.00, 3.87, 0.25)
H (-3.64, 2.77, 0.49)
H (-3.10, 5.17, 1.28)
H (-2.15, 4.90, -0.25)
H (-3.72, 5.77, -0.25)
H (-0.13, 5.43, -3.40)
H (-0.17, 4.15, -4.64)
H (1.24, 5.30, -4.61)
H (1.80, 4.51, -0.50)
H (2.08, 5.73, -1.79)
H (3.25, 4.39, -1.53)
Al (4.13, 2.14, 1.18)
Br (7.81, 0.65, -1.69)
C (6.71, -0.95, -1.64)
C (5.77, -1.00, -2.82)
Br (4.25, 0.22, -2.57)
H (6.20, -0.95, -0.68)
H (7.41, -1.78, -1.68)
H (5.33, -1.99, -2.92)
H (6.24, -0.73, -3.77)
N (3.82, 2.39, -5.14)
O (3.64, 3.50, -4.60)
O (2.87, 1.77, -5.63)
O (4.99, 1.90, -5.14)
C (-0.44, -4.30, 4.45)
C (0.21, -3.11, 5.16)
C (0.95, -2.18, 4.19)
O (2.22, -2.66, 3.75)
C (2.18, -3.60, 2.69)
N (1.08, -3.60, 6.23)
H (0.29, -5.06, 4.18)
H (-1.16, -4.78, 5.11)
H (-0.96, -3.99, 3.55)
H (-0.60, -2.53, 5.61)
H (1.16, -1.25, 4.71)
H (0.32, -1.92, 3.33)
H (1.37, -3.40, 1.99)
H (2.10, -4.62, 3.08)
H (3.14, -3.53, 2.16)
H (1.44, -2.80, 6.75)
H (1.91, -3.99, 5.79)
C (-2.79, -6.49, 2.24)
Cl (-1.02, -6.60, 2.27)
Cl (-3.50, -8.07, 1.89)
Cl (-3.41, -5.88, 3.78)
H (-3.08, -5.81, 1.46)
F (-5.81, -6.08, 5.11)
F (-7.00, -6.54, 6.03)
Cl (-4.83, -2.42, -1.65)
C (-5.43, -1.10, -0.61)
C (-4.48, -0.80, 0.52)
Cl (-4.42, -2.12, 1.73)
H (-6.42, -1.38, -0.24)
H (-5.54, -0.23, -1.25)
H (-4.82, 0.09, 1.05)
H (-3.47, -0.63, 0.16)
N (-0.23, 1.60, -6.67)
O (-0.15, 2.61, -5.95)
O (-0.58, 0.51, -6.18)
O (0.04, 1.68, -7.88)
Na (3.73, -1.40, -0.95)



No. 2
Entry from OMol25: C27H37CoO2 as an isolated structure (the ωB97M-V functional and the def2-TZVPD basis).

## Properties
**2S+1**: 5
**Net charge**: -2

Element x y z (Å)
Co (0.12, -0.11, -0.16)
C (0.70, -1.71, 1.54)
C (-0.74, -1.72, 1.56)
C (-1.20, -2.13, 0.29)
H (-1.44, -1.59, 2.39)
C (-0.06, -2.42, -0.54)
C (1.12, -2.16, 0.25)
H (2.15, -2.37, -0.02)
H (1.39, -1.47, 2.35)
H (-2.26, -2.24, 0.04)
H (-0.07, -2.83, -1.54)
C (1.50, 1.78, 0.76)
C (2.28, 0.64, 0.43)
C (2.12, 0.37, -0.98)
H (2.97, 0.14, 1.10)
C (1.27, 1.40, -1.52)
C (0.85, 2.23, -0.44)
H (0.26, 3.13, -0.54)
H (1.56, 2.34, 1.69)
H (2.67, -0.34, -1.59)
H (1.10, 1.57, -2.58)
O (-1.08, 0.07, -1.40)
C (-0.78, 0.28, -4.40)
C (-2.00, 0.47, -3.61)
C (-0.30, -1.08, -4.66)
C (-0.16, 1.43, -5.08)
C (-1.79, 0.97, -2.16)
H (-2.56, -0.48, -3.58)
H (-2.61, 1.24, -4.12)
H (-1.31, 1.97, -2.20)
H (-2.78, 1.11, -1.70)
H (-0.79, -1.54, -5.54)
H (-0.49, -1.72, -3.79)
H (0.78, -1.05, -4.86)
H (-0.58, 1.61, -6.09)
H (0.90, 1.23, -5.22)
H (-0.29, 2.35, -4.50)
C (-0.68, 4.48, 1.92)
C (-1.77, 3.46, 2.26)
C (-2.37, 2.83, 1.02)
C (-1.34, 2.54, 3.42)
C (-1.40, 3.12, 4.70)
C (-1.04, 2.42, 5.85)
C (-0.60, 1.11, 5.76)
C (-0.53, 0.45, 4.55)
C (-0.06, -1.02, 4.67)
C (1.33, -1.16, 5.30)
C (-1.06, -1.83, 5.50)
C (-0.85, 1.16, 3.29)
O (-0.64, 0.66, 2.14)
H (0.19, 4.01, 1.47)
H (-0.37, 5.00, 2.84)
H (-1.07, 5.23, 1.23)
H (-2.58, 4.05, 2.71)
H (-1.63, 2.29, 0.41)
H (-3.18, 2.15, 1.28)
H (-2.78, 3.62, 0.39)
H (-1.75, 4.16, 4.72)
H (-1.13, 2.87, 6.85)
H (-0.31, 0.48, 6.61)
H (-0.02, -1.43, 3.69)
H (1.32, -0.65, 6.27)
H (1.59, -2.21, 5.49)
H (2.10, -0.70, 4.67)
H (-2.06, -1.84, 5.04)
H (-0.73, -2.87, 5.66)
H (-1.15, -1.36, 6.48)



No. 3
Entry from OMol25: a 2-piece molecular cluster, C15H7Cl4N2O4 overall (the ωB97M-V functional and the def2-TZVPD basis).

## Properties
**Energy relative to the best compared isomer or geometry (same formula, charge and spin)**: 0.5981 eV
**2S+1**: 1
**Net charge**: -1

Element x y z (Å)
Cl (-1.25, 2.99, 3.36)
C (-0.41, 1.50, 3.37)
C (-1.13, 0.31, 3.36)
Cl (-2.83, 0.30, 3.36)
C (-0.49, -1.00, 3.33)
O (-1.11, -2.06, 3.29)
C (1.07, -1.00, 3.35)
O (1.67, -2.07, 3.35)
C (1.73, 0.30, 3.37)
Cl (3.43, 0.27, 3.37)
C (1.02, 1.50, 3.37)
Cl (1.87, 2.98, 3.37)
C (-1.62, -3.04, -0.88)
C (-2.22, -3.70, 0.30)
C (-1.38, -4.48, 1.12)
N (-0.68, -5.16, 1.77)
C (-3.60, -3.68, 0.61)
C (-4.58, -3.00, -0.20)
C (-5.92, -3.02, 0.14)
C (-6.35, -3.70, 1.29)
N (-7.73, -3.69, 1.63)
O (-8.11, -4.31, 2.66)
O (-8.52, -3.07, 0.88)
C (-5.42, -4.37, 2.11)
C (-4.08, -4.36, 1.78)
H (-2.37, -2.52, -1.48)
H (-0.86, -2.32, -0.55)
H (-1.11, -3.79, -1.50)
H (-4.26, -2.48, -1.10)
H (-6.65, -2.51, -0.48)
H (-5.78, -4.89, 3.00)
H (-3.37, -4.89, 2.43)



Number 1: maximum force 4.51 eV Å⁻¹, E -277830.8515 eV. Number 2: maximum force 5.34 eV Å⁻¹, E -70316.2879 eV. Number 3: maximum force 2.36 eV Å⁻¹, E -76925.3714 eV.